The following is a DFT calculation (ωB97M-V/def2-TZVPD) of 26 unconnected molecules or ions with the total composition C9H62NO25S at a distorted geometry.

Values from the calculation:
LUMO level   1.62 eV
Frontier orbital gap   4.428 eV
Net charge   -1
DFT total energy   -2713.99887 Ha
Highest occupied orbital energy   -2.8 eV

```
98
Properties=species:S:1:pos:R:3:forces:R:3
H 0.448 -0.383 -0.488 0.19 -0.23 0.16
H -0.726 2.145 0.350 -0.07 -0.12 0.20
O -2.489 6.263 3.480 0.32 0.70 0.31
H -5.165 5.524 0.384 0.02 -0.07 -0.01
H 4.754 -5.071 -7.276 0.00 0.11 0.12
H 5.420 -6.138 -6.422 -0.06 0.06 0.08
H 4.306 -2.059 -4.575 -0.17 -0.17 0.16
H -0.363 0.004 -1.717 0.09 -0.04 -0.12
O 6.426 -2.489 -1.622 0.40 0.05 0.04
H 2.600 2.864 -2.349 -0.03 -0.12 0.12
C -1.530 -1.648 2.980 -0.67 -0.45 1.91
O 3.334 -3.893 2.659 0.16 -0.15 0.02
N 0.657 -1.576 1.694 -1.79 0.07 2.94
H 4.890 -2.872 -0.430 -0.08 -0.01 -0.25
H -5.970 2.683 4.534 0.07 -0.04 -0.01
H 2.566 -3.443 -9.233 0.14 0.11 -0.13
H -2.553 6.462 4.423 -0.09 -0.21 -0.01
C -0.695 -1.635 1.811 -0.54 -0.38 -0.87
H 2.296 -1.425 2.959 -0.91 -0.16 0.09
O 1.884 -2.102 -3.726 0.05 0.07 -0.02
H 6.528 -2.001 -2.447 -0.28 -0.11 -0.03
O -2.581 4.297 6.276 0.14 -0.05 0.09
H -3.424 4.620 2.330 0.45 -0.71 0.54
H -4.601 -0.095 3.234 0.74 0.17 -0.48
C -3.644 2.531 1.758 1.28 0.55 0.69
O -2.924 -3.095 -2.124 0.01 -0.40 0.13
H -1.802 3.730 6.226 -0.11 -0.05 -0.06
H -1.711 -1.141 -3.587 -0.03 -0.04 0.12
O -5.148 2.342 4.904 -0.25 0.14 0.09
O -4.833 4.678 0.062 -0.11 0.38 -0.20
O 7.111 -3.033 -7.116 0.01 0.10 0.14
H -2.416 -2.631 -1.447 -0.08 0.10 -0.08
H -3.635 2.816 0.681 -0.38 -0.42 0.87
C 0.563 -1.553 4.236 -2.07 -0.06 -0.29
H -4.584 2.199 4.133 0.10 -0.14 0.16
O 1.999 1.237 4.348 0.20 0.48 -0.13
C -3.490 -0.195 3.152 -0.18 -1.52 1.21
H -3.947 4.883 -0.260 -0.05 0.00 0.05
H -1.453 2.602 -2.697 0.09 -0.11 0.11
H -2.253 -4.521 5.021 -0.09 0.06 -0.14
H 0.004 4.604 5.049 -0.10 -0.09 -0.07
H -3.278 3.710 6.600 -0.03 0.09 -0.01
H 0.765 -2.777 -8.887 -0.12 0.21 0.20
H 0.746 2.180 -0.038 -0.02 0.05 -0.29
O 3.311 -3.797 -8.729 0.02 -0.30 0.05
H -2.374 2.225 -1.551 0.03 -0.17 0.01
O -1.957 1.863 -2.341 -0.15 0.07 -0.15
H 2.035 3.944 -1.441 -0.02 -0.08 0.06
O 0.330 3.753 4.733 0.18 0.25 0.01
H 1.978 0.922 3.437 -0.11 -0.16 0.12
O 4.923 -2.803 -4.590 0.32 0.35 -0.29
H -1.503 -4.026 3.802 -0.26 -0.06 -0.02
H -5.888 3.490 7.930 0.07 -0.05 0.04
O 0.544 -0.116 -1.411 0.21 0.32 0.30
H -1.004 -2.444 -3.263 -0.12 0.05 0.09
C 1.181 -1.518 2.949 2.08 0.15 0.50
C -3.048 -1.673 2.851 1.40 1.71 0.00
O -5.295 2.731 7.918 -0.02 0.15 -0.08
H -5.337 2.414 7.005 0.08 -0.10 -0.14
S -2.742 0.919 1.867 -0.53 0.52 -0.54
H 6.785 -2.772 -6.245 0.08 -0.04 0.02
H -3.369 -1.972 1.822 0.34 0.34 0.58
O -0.230 5.948 -0.721 0.09 -0.02 0.10
H 0.988 -2.604 -5.796 0.05 -0.09 0.15
C -2.897 3.671 2.576 -1.02 -0.81 -0.91
H 4.936 -3.079 -5.514 -0.30 -0.25 0.12
H -0.033 -2.397 -10.127 0.11 -0.03 -0.06
H -0.286 5.062 -0.340 0.01 -0.26 0.01
H 7.568 -2.248 -7.439 -0.06 -0.08 -0.05
O 0.871 -2.506 -9.812 -0.07 -0.18 0.26
H -2.988 -3.998 -1.793 -0.11 0.09 0.02
H -3.068 0.089 4.152 -0.35 -0.09 -0.85
O 2.636 3.189 -1.443 0.00 0.20 -0.10
H 7.211 -3.045 -1.577 -0.11 -0.01 0.05
H 1.222 3.946 4.420 -0.06 0.07 0.04
O -0.042 2.736 0.014 0.04 0.33 0.12
H 1.406 2.000 4.349 -0.17 -0.40 0.12
H -1.622 6.599 3.226 -0.09 -0.03 -0.05
O 0.917 -3.229 -6.532 0.04 0.05 -0.23
H -2.967 3.417 3.657 0.25 0.58 -0.67
H -1.423 -1.646 5.315 0.23 -0.04 -0.79
H 1.748 -3.718 -6.503 -0.03 0.05 -0.02
H 3.284 -4.744 -8.908 -0.08 0.07 -0.02
O -0.967 -1.496 -3.088 -0.07 0.13 -0.56
O 3.997 -3.074 -0.116 0.11 0.11 0.12
H 1.365 -1.463 -3.210 -0.08 -0.03 0.04
H 3.909 -4.027 1.895 -0.18 0.13 -0.07
C -0.877 -1.631 4.356 1.89 0.32 -4.10
H -1.827 3.767 2.278 -0.76 -0.23 0.26
H 0.310 6.440 -0.093 -0.05 -0.01 -0.07
H 1.188 -1.514 5.149 -0.26 0.02 -0.86
O -1.958 -4.808 4.151 0.29 -0.11 0.13
H 3.660 -2.226 0.199 -0.12 -0.11 0.00
H 2.518 -3.548 2.275 0.00 -0.02 0.06
H 2.104 -2.793 -3.089 0.09 0.06 -0.04
O 4.624 -5.597 -6.476 0.10 0.04 -0.26
H -4.686 2.452 2.145 0.55 -0.08 -0.68
H -1.241 -1.661 0.835 0.34 0.03 0.88
```
Positions in Å, forces in eV/Å.